[1]
Formula: NO5S
Source: the Open Molecules 2025 dataset
Level of theory: the ωB97M-V functional and the def2-TZVPD basis

The geometry in XYZ format:
```
7
Properties=species:S:1:pos:R:3:forces:R:3
N 0.92866 0.46450 -2.10406 -0.890 -0.688 0.642
O -1.13750 0.85495 2.01566 0.320 -2.555 -2.415
O 0.26771 0.00116 -1.09722 -0.256 0.090 -0.133
O 1.95399 1.06545 -1.89965 0.528 0.405 0.330
O -1.90275 -1.15008 0.61879 -0.727 0.666 -0.890
O 0.08227 -1.29462 1.96310 0.094 0.789 -0.695
S -0.89486 -0.44531 1.32171 0.931 1.294 3.161
```
Positions in Å, forces in eV/Å.

The value obtained for the HOMO-LUMO gap (spin up / spin down) is 0.22562 / 0.22578 hartree. Its charge is -1. Its multiplicity is 1. The relative energy (zero: lowest compared OMol25 entry of this formula, charge and spin) is 39.9 kcal per mole.


[2]
Formula: NO7PRb3
Source: the Open Molecules 2025 dataset
Level of theory: the ωB97M-V functional and the def2-TZVPD basis

The geometry in XYZ format:
```
12
Properties=species:S:1:pos:R:3:forces:R:3
Rb 1.83359 1.68594 -1.43712 8.663 1.396 -17.629
Rb -0.50303 2.17247 2.54393 -1.658 4.258 2.985
Rb -0.78333 1.08143 -0.68025 -8.977 5.200 -5.338
N 1.09218 0.71799 1.12889 -7.896 0.742 3.515
O -0.04166 0.36338 1.49389 2.270 1.373 3.030
O 1.10068 1.54946 0.19535 -0.602 2.878 15.120
O 1.95169 0.03843 1.41943 9.686 -4.922 1.549
P -0.89670 -1.47341 -0.87846 -3.241 -11.498 -5.856
O -0.61109 -0.77835 -2.23512 1.576 2.105 -0.011
O -2.48798 -1.72455 -0.99226 2.010 1.093 1.215
O -0.56016 -0.77755 0.38144 -0.833 -4.839 0.743
O -0.09419 -2.85525 -0.93972 -0.998 2.215 0.677
```
Positions in Å, forces in eV/Å.

The value obtained for the HOMO-LUMO gap is 0.07134 hartree. Its charge is -1. Its multiplicity is 1. The relative energy (zero: lowest compared OMol25 entry of this formula, charge and spin) is 218.2 kcal per mole.


[3]
Formula: O2
Source: the Open Molecules 2025 dataset
Level of theory: the ωB97M-V functional and the def2-TZVPD basis

The geometry in XYZ format:
```
2
Properties=species:S:1:pos:R:3:forces:R:3
O 0.00000 0.00000 1.06597 0.000 0.000 -6.907
O 0.00000 0.00000 -1.06597 0.000 0.000 6.907
```
Positions in Å, forces in eV/Å.

The value obtained for the HOMO-LUMO gap is 0.24959 hartree. Its multiplicity is 1. The relative energy (zero: lowest compared OMol25 entry of this formula, charge and spin) is 180.8 kcal per mole.


[4]
Formula: O2
Source: the Open Molecules 2025 dataset
Level of theory: the ωB97M-V functional and the def2-TZVPD basis

The geometry in XYZ format:
```
2
Properties=species:S:1:pos:R:3:forces:R:3
O 0.30452 -0.43191 0.65687 -3.637 5.158 -7.845
O -0.30452 0.43191 -0.65687 3.637 -5.158 7.845
```
Positions in Å, forces in eV/Å.

The value obtained for the HOMO-LUMO gap is 0.27593 hartree. Its multiplicity is 1. The relative energy (zero: lowest compared OMol25 entry of this formula, charge and spin) is 92.8 kcal per mole.


[5]
Formula: O2
Source: the Open Molecules 2025 dataset
Level of theory: the ωB97M-V functional and the def2-TZVPD basis

The geometry in XYZ format:
```
2
Properties=species:S:1:pos:R:3:forces:R:3
O 0.53106 0.21076 0.30058 -4.818 -1.912 -2.727
O -0.53106 -0.21076 -0.30058 4.818 1.912 2.727
```
Positions in Å, forces in eV/Å.

The value obtained for the HOMO-LUMO gap is 0.28769 hartree. Its SMILES is O=O. Its multiplicity is 1. The relative energy (zero: lowest compared OMol25 entry of this formula, charge and spin) is 7.1 kcal per mole.


[6]
Formula: O2
Source: the Open Molecules 2025 dataset
Level of theory: the ωB97M-V functional and the def2-TZVPD basis

The geometry in XYZ format:
```
2
Properties=species:S:1:pos:R:3:forces:R:3
O 0.34533 -0.31822 0.38301 -5.540 5.105 -6.145
O -0.34533 0.31822 -0.38301 5.540 -5.105 6.145
```
Positions in Å, forces in eV/Å.

The value obtained for the HOMO-LUMO gap (spin up / spin down) is 0.33771 / 0.51832 hartree. Its charge is +1. Its multiplicity is 2. The relative energy (zero: lowest compared OMol25 entry of this formula, charge and spin) is 10.7 kcal per mole.


[7]
Formula: O2P2S2
Source: the Open Molecules 2025 dataset
Level of theory: the ωB97M-V functional and the def2-TZVPD basis

The geometry in XYZ format:
```
6
Properties=species:S:1:pos:R:3:forces:R:3
O 2.11795 0.10713 0.67014 0.082 0.318 0.129
P 0.98230 1.00940 0.27672 1.023 -1.825 -1.069
O 0.71945 2.24405 1.02012 -0.309 1.780 1.146
P -1.11117 -0.60634 -0.01461 -1.052 -0.713 -1.131
S -0.91625 -2.59997 -0.08013 0.341 -0.064 0.594
S -1.79227 -0.15426 -1.87225 -0.085 0.504 0.330
```
Positions in Å, forces in eV/Å.

The value obtained for the HOMO-LUMO gap is 0.20989 hartree. Its charge is -2. Its SMILES is O=P(=O)P([S-])[S-]. Its multiplicity is 1. The relative energy (zero: lowest compared OMol25 entry of this formula, charge and spin) is 29.9 kcal per mole.


[8]
Formula: O4S2
Source: the Open Molecules 2025 dataset
Level of theory: the ωB97M-V functional and the def2-TZVPD basis

The geometry in XYZ format:
```
6
Properties=species:S:1:pos:R:3:forces:R:3
O -2.60274 1.32971 0.56409 0.963 -0.862 -0.625
O 2.49642 -1.43029 0.50748 -0.239 1.674 -0.669
O -2.62242 -0.98677 -0.44364 0.829 0.829 0.140
O 2.67462 0.99479 -0.55460 -0.242 -1.265 0.592
S -1.73948 0.22457 -0.09412 -2.277 0.076 0.499
S 1.79360 -0.13201 0.02078 0.967 -0.451 0.064
```
Positions in Å, forces in eV/Å.

The value obtained for the HOMO-LUMO gap (spin up / spin down) is 0.20546 / 0.20582 hartree. Its charge is -2. Its multiplicity is 1. The relative energy (zero: lowest compared OMol25 entry of this formula, charge and spin) is 5.8 kcal per mole.


[9]
Formula: O5S2
Source: the Open Molecules 2025 dataset
Level of theory: the ωB97M-V functional and the def2-TZVPD basis

The geometry in XYZ format:
```
7
Properties=species:S:1:pos:R:3:forces:R:3
O -1.60595 1.67393 -1.01243 -0.341 -0.154 -1.226
O 0.27140 -2.36387 0.36008 0.631 1.354 -0.398
O -0.89883 1.86726 1.25326 -0.129 -1.798 -0.761
O 2.13182 -1.11221 -0.75677 -0.105 -0.592 0.422
O 0.21086 0.21303 -0.33774 0.105 -0.361 -0.079
S -1.24155 0.84437 0.14892 0.141 1.834 2.262
S 1.13225 -1.12252 0.34466 -0.303 -0.283 -0.220
```
Positions in Å, forces in eV/Å.

The value obtained for the HOMO-LUMO gap is 0.24040 hartree. Its charge is -2. Its multiplicity is 1. The relative energy (zero: lowest compared OMol25 entry of this formula, charge and spin) is 1.5 kcal per mole.


[10]
Formula: OS3
Source: the Open Molecules 2025 dataset
Level of theory: the ωB97M-V functional and the def2-TZVPD basis

The geometry in XYZ format:
```
4
Properties=species:S:1:pos:R:3:forces:R:3
O 1.50103 1.22060 0.16146 -0.297 -0.434 0.003
S -1.37346 -1.11259 -1.19858 -0.330 0.141 -0.049
S -1.78279 -0.24921 0.65994 -0.276 0.036 -0.184
S 0.04156 -1.07904 0.27016 0.903 0.257 0.230
```
Positions in Å, forces in eV/Å.

The value obtained for the HOMO-LUMO gap (spin up / spin down) is 0.26831 / 0.26360 hartree. Its multiplicity is 1. The relative energy (zero: lowest compared OMol25 entry of this formula, charge and spin) is 108.1 kcal per mole.